1.
{
  "formula": "C2H8N",
  "method": "wB97M-V/def2-TZVPD",
  "homo_lumo_gap_ev": 12.90,
  "max_force_ev_per_a": 4.6,
  "energy_ha": -135.4245,
  "e_above_lowest_ev": 2.0758,
  "charge": 1,
  "elements": ["N", "C", "C", "H", "H", "H", "H", "H", "H", "H", "H"],
  "positions_angstrom": [[-1.04209, -0.59194, 0.26370], [-0.09054, -0.30751, -0.77838], [1.09240, 0.79071, 0.28162], [1.01652, 0.52879, 1.28166], [0.33473, -1.28601, -1.14976], [-1.14077, 0.22674, 0.87196], [0.82695, 1.80251, 0.23417], [-1.87253, -1.08590, -0.14426], [-0.55357, -1.16899, 0.95702], [2.08384, 0.82314, -0.01339], [-0.58578, 0.23091, -1.64477]],
  "atomic_forces_ev_per_a": [[-0.5, -1.1, 1.1], [3.5, 2.3, -0.2], [-2.6, -1.8, -3.3], [-0.3, -1.2, 1.9], [-0.1, 1.3, 0.5], [-1.4, 0.3, -0.7], [-1.2, 1.4, -0.6], [0.3, 0.8, 1.2], [-0.4, -0.8, -0.4], [1.9, -0.8, -0.9], [0.8, -0.4, 1.3]]
}



2.
{
  "formula": "C36H47GeN3PTc",
  "method": "wB97M-V/def2-TZVPD",
  "homo_lumo_gap_ev": [6.18, 4.45],
  "s2": 3.797,
  "max_force_ev_per_a": 0.2,
  "multiplicity": 4,
  "energy_ha": -4062.2457,
  "e_above_lowest_ev": 0.1649,
  "charge": 3,
  "elements": ["Tc", "Ge", "P", "N", "N", "N", "C", "C", "C", "C", "C", "C", "C", "C", "C", "C", "C", "C", "C", "C", "C", "C", "C", "C", "C", "C", "C", "C", "C", "C", "C", "C", "C", "C", "C", "C", "C", "C", "C", "C", "C", "C", "H", "H", "H", "H", "H", "H", "H", "H", "H", "H", "H", "H", "H", "H", "H", "H", "H", "H", "H", "H", "H", "H", "H", "H", "H", "H", "H", "H", "H", "H", "H", "H", "H", "H", "H", "H", "H", "H", "H", "H", "H", "H", "H", "H", "H", "H", "H"],
  "positions_angstrom": [[0.35339, 0.13856, -0.50777], [-0.60484, -1.94305, -1.65337], [0.41456, 0.10492, 2.80001], [0.60286, 2.20138, -2.56724], [0.45536, -0.26142, 1.14709], [-0.26102, 1.75877, -1.78260], [2.64902, -1.58392, 2.71220], [0.72875, 2.71210, 1.79604], [-2.55949, 1.63399, -1.12446], [1.40005, -1.29056, 3.56037], [-3.27550, -1.58662, -2.71307], [-3.09147, 4.07711, -2.33541], [2.74893, 1.66856, 2.72533], [0.59955, -2.98422, -2.82774], [3.33542, 0.05919, -1.26149], [1.86332, 1.58696, -2.42326], [-1.53575, -0.46936, -3.97319], [1.80494, -0.92794, 4.99806], [0.28383, -4.37332, -3.00298], [-2.12351, -1.06355, 2.59037], [1.23000, 1.78738, 2.91667], [2.89488, 2.00098, -3.24348], [-1.54311, -0.00609, 4.80185], [1.63984, -2.39993, -3.61130], [2.34276, -3.16071, -4.49469], [0.98582, -5.14048, -3.88335], [-3.84073, 2.15277, -1.07873], [4.37852, 0.47957, -2.08660], [-2.49024, 0.04633, -4.83545], [-1.92661, -1.28337, -2.90617], [2.01643, -4.54039, -4.64767], [-1.39337, 0.10421, 3.27483], [0.56996, -2.58274, 3.57779], [-2.08261, 1.38879, 2.79343], [0.94277, 2.42011, 4.28954], [-4.22506, -1.06906, -3.58202], [-1.55370, 2.33990, -1.77869], [2.06401, 0.60113, -1.42431], [-3.83320, -0.25332, -4.63728], [-4.10413, 3.37496, -1.68552], [4.15915, 1.43677, -3.06838], [-1.80853, 3.56684, -2.38807], [-2.60537, 0.08394, 5.03511], [-1.99598, 1.53050, 1.71388], [3.52125, -0.68450, -0.49532], [1.04692, 2.35507, 0.80882], [-1.20968, -0.96542, 5.19042], [3.34304, -0.75376, 2.64303], [-2.18993, 0.67271, -5.66505], [1.22510, -3.37570, 3.94170], [1.21953, 3.67771, 1.93172], [-1.73642, 2.28374, 3.30297], [5.36859, 0.06374, -1.95378], [-3.17245, -0.99912, 2.88388], [-0.34088, 2.88942, 1.79317], [0.95271, -0.69079, 5.63293], [-1.19123, -2.91165, -0.62580], [3.14121, -2.73925, -5.09045], [0.76317, -6.19044, -4.01680], [-0.51980, -4.81319, -2.42521], [-2.35482, 0.65737, -0.68927], [-3.59224, -2.22495, -1.89636], [0.23292, -2.87020, 2.58075], [2.38133, -1.91568, 1.70837], [-1.76573, -2.04429, 2.88236], [3.00858, 1.20942, 1.77001], [-4.63344, 1.60696, -0.58544], [-5.27071, -1.30742, -3.43950], [2.55992, -5.13716, -5.37053], [-1.02684, 0.78863, 5.33740], [-5.10441, 3.78569, -1.65211], [1.88021, -1.35094, -3.48692], [2.71420, 2.76256, -3.99125], [-0.48959, -0.23047, -4.14118], [-2.08178, -0.98489, 1.50185], [-4.57756, 0.14213, -5.31562], [1.26906, 1.79131, 5.11627], [3.15139, 2.68289, 2.72086], [3.17519, -2.40592, 3.20016], [-0.28088, -2.53961, 4.25217], [1.50971, 3.35068, 4.34779], [2.29382, -1.80391, 5.42794], [2.51772, -0.10796, 5.04423], [4.97863, 1.76119, -3.69579], [3.24270, 1.13453, 3.53197], [-0.10501, 2.67190, 4.43270], [-3.14553, 1.28453, 3.01762], [-1.01080, 4.10772, -2.87734], [-3.30700, 5.03157, -2.79565]],
  "atomic_forces_ev_per_a": [[-0.1, 0.1, -0.2], [0.0, -0.1, 0.0], [0.0, 0.0, 0.0], [0.0, 0.0, 0.0], [0.0, 0.0, 0.0], [0.0, 0.0, 0.0], [0.0, 0.0, 0.0], [0.0, 0.0, 0.0], [0.0, 0.0, 0.0], [0.0, 0.0, 0.0], [0.0, 0.0, 0.0], [0.0, 0.0, 0.0], [0.0, 0.0, 0.0], [0.1, 0.0, 0.0], [0.0, 0.0, 0.0], [0.0, 0.0, 0.1], [0.0, 0.0, 0.0], [0.0, 0.0, 0.0], [0.0, 0.0, 0.0], [0.0, 0.0, 0.0], [0.0, 0.0, 0.0], [0.0, 0.0, 0.0], [0.0, 0.0, 0.0], [0.0, 0.0, 0.1], [0.0, 0.0, 0.0], [0.0, 0.0, 0.0], [0.0, 0.0, 0.0], [0.0, 0.0, 0.0], [0.0, 0.0, 0.0], [0.0, 0.1, 0.0], [0.0, 0.0, 0.0], [0.0, 0.0, 0.0], [0.0, 0.0, 0.0], [0.0, 0.0, 0.0], [0.0, 0.0, 0.0], [0.0, 0.0, 0.0], [-0.1, 0.0, 0.0], [0.1, 0.0, 0.0], [0.0, 0.0, 0.0], [0.0, 0.0, 0.0], [0.0, 0.0, 0.0], [0.0, 0.0, 0.0], [0.0, 0.0, 0.0], [0.0, 0.0, 0.0], [0.0, 0.0, 0.0], [0.0, 0.0, 0.0], [0.0, 0.0, 0.0], [0.0, 0.0, 0.0], [0.0, 0.0, 0.0], [0.0, 0.0, 0.0], [0.0, 0.0, 0.0], [0.0, 0.0, 0.0], [0.0, 0.0, 0.0], [0.0, 0.0, 0.0], [0.0, 0.0, 0.0], [0.0, 0.0, 0.0], [0.0, 0.0, 0.0], [0.0, 0.0, 0.0], [0.0, 0.0, 0.0], [0.0, 0.0, 0.0], [0.0, 0.0, 0.0], [0.0, 0.0, 0.0], [0.0, 0.0, 0.0], [0.0, 0.0, 0.0], [0.0, 0.0, 0.0], [0.0, 0.0, 0.0], [0.0, 0.0, 0.0], [0.0, 0.0, 0.0], [0.0, 0.0, 0.0], [0.0, 0.0, 0.0], [0.0, 0.0, 0.0], [0.0, 0.0, 0.0], [0.0, 0.0, 0.0], [0.0, 0.0, 0.0], [0.0, 0.0, 0.0], [0.0, 0.0, 0.0], [0.0, 0.0, 0.0], [0.0, 0.0, 0.0], [0.0, 0.0, 0.0], [0.0, 0.0, 0.0], [0.0, 0.0, 0.0], [0.0, 0.0, 0.0], [0.0, 0.0, 0.0], [0.0, 0.0, 0.0], [0.0, 0.0, 0.0], [0.0, 0.0, 0.0], [0.0, 0.0, 0.0], [0.0, 0.0, 0.0], [0.0, 0.0, 0.0]]
}



3.
{
  "formula": "C5H13N",
  "method": "wB97M-V/def2-TZVPD",
  "homo_lumo_gap_ev": [2.56, 9.04],
  "s2": 0.750,
  "max_force_ev_per_a": 1.2,
  "multiplicity": 2,
  "energy_ha": -252.9885,
  "e_above_lowest_ev": 0.3541,
  "charge": -1,
  "elements": ["N", "C", "C", "C", "C", "C", "H", "H", "H", "H", "H", "H", "H", "H", "H", "H", "H", "H", "H"],
  "positions_angstrom": [[0.36766, -1.58967, 2.04319], [-0.45459, -0.55798, 1.38846], [-0.37622, 1.56179, -1.85405], [-0.21077, -0.39104, -0.12848], [-0.66993, 1.04796, -0.46006], [1.25178, -0.64412, -0.48847], [-1.71694, 1.12569, -0.14605], [-0.18775, 0.36542, 1.89461], [-1.51144, -0.77547, 1.54179], [0.06784, 2.55912, -1.78000], [-0.17710, 1.68943, 0.27835], [0.46277, -1.31368, 3.02537], [-0.18531, -2.43319, 2.17528], [-0.76445, -1.10128, -0.74324], [-1.26582, 1.53005, -2.48700], [0.39091, 1.01096, -2.40151], [1.92287, 0.16777, -0.18058], [1.68455, -1.55785, -0.09506], [1.37194, -0.69390, -1.58255]],
  "atomic_forces_ev_per_a": [[-0.2, -0.1, 0.4], [0.3, -0.9, -0.2], [0.1, 0.1, -0.4], [0.8, 0.3, 0.4], [0.4, -0.6, 0.9], [0.6, 0.5, -0.9], [-0.1, 0.0, -0.4], [-0.3, 0.3, -0.1], [-0.3, 0.3, 0.1], [-0.5, 0.2, -0.3], [0.2, 0.0, -0.2], [0.2, 0.3, -0.1], [-0.2, -0.3, -0.4], [-0.4, -0.1, 0.3], [0.0, 0.4, 0.0], [-0.1, -0.3, 0.3], [-0.2, 0.0, 0.3], [-0.4, -0.1, 0.3], [-0.1, 0.0, 0.1]]
}



4.
{
  "formula": "C6H17N2O5Y2",
  "method": "wB97M-V/def2-TZVPD",
  "homo_lumo_gap_ev": 4.29,
  "max_force_ev_per_a": 5.0,
  "energy_ha": -800.2898,
  "e_above_lowest_ev": 1.6568,
  "charge": 3,
  "elements": ["Y", "Y", "O", "O", "O", "O", "O", "N", "N", "C", "C", "C", "C", "C", "C", "H", "H", "H", "H", "H", "H", "H", "H", "H", "H", "H", "H", "H", "H", "H", "H", "H"],
  "positions_angstrom": [[2.61691, -0.56895, -3.32349], [0.31257, 1.47317, -4.94340], [0.59549, 0.46389, -2.75442], [2.53998, 1.59467, -4.17710], [1.20268, -0.60047, -5.14733], [-0.39729, 1.46498, 0.92064], [2.67153, -0.38349, -0.92391], [-2.53601, 0.68831, 1.26646], [2.04782, -0.82416, 1.29507], [1.80511, -2.27974, 1.09051], [-3.70434, 0.23784, 0.53739], [2.35714, -0.02846, 0.24895], [-2.66810, 0.78080, 2.69718], [-1.42709, 0.89499, 0.58135], [1.51051, -0.26028, 2.50579], [-4.52118, 0.73284, 1.06260], [0.48524, -1.16367, -5.49752], [2.13764, -2.87733, 1.93927], [0.44975, -0.21378, 2.25933], [1.72125, -0.78503, 3.43762], [1.87063, 0.76005, 2.63743], [2.13617, 1.02487, 0.48103], [-3.79504, -0.84349, 0.64044], [-1.66913, 0.60780, -0.45361], [0.72883, -2.44970, 1.06153], [-1.71994, 0.89597, 3.22238], [3.27110, 2.17178, -4.47196], [-3.43675, 1.54126, 2.83495], [0.26284, 0.27905, -1.85459], [-3.99307, 0.45348, -0.49131], [2.23873, -2.67174, 0.17049], [-3.09398, -0.11546, 3.14823]],
  "atomic_forces_ev_per_a": [[-2.0, 2.4, 2.2], [3.2, -2.1, 3.2], [0.4, -0.2, -1.8], [-1.1, -0.7, -0.8], [-1.0, 1.4, -0.3], [0.5, -0.8, -0.1], [0.3, -1.0, -2.4], [0.7, -0.7, -1.0], [1.4, -0.7, -3.1], [-0.1, 0.1, 0.3], [-1.8, -0.7, 1.3], [-1.6, -0.3, 2.9], [-0.7, 0.0, 0.5], [-0.4, 1.2, -0.4], [-0.8, 1.1, 0.2], [-0.4, -0.5, 0.1], [0.7, -0.5, 0.2], [0.4, 0.3, 0.0], [-0.2, 0.1, 0.9], [0.2, -0.5, -0.5], [-0.1, 0.0, -0.1], [0.6, -0.1, -0.2], [-0.3, 0.0, 0.2], [0.6, -0.1, -0.6], [-0.2, 0.2, -0.1], [-0.1, 0.7, -0.4], [-0.4, -0.2, 0.1], [0.5, 0.4, 0.8], [-0.1, 0.6, -0.5], [1.4, 0.6, -0.3], [0.2, 0.3, 0.2], [-0.1, -0.4, -0.5]]
}